{
  "formula": "C28H15F4N4O5PRuSe2",
  "method": "ωB97M-V/def2-TZVPD",
  "spin_multiplicity": 5,
  "s_squared": 6.058,
  "charge": 2,
  "homo_ev": [-13.5, -15.0],
  "relative_energy_kj_mol": 0.0,
  "species": ["H", "C", "H", "C", "C", "C", "H", "F", "O", "C", "H", "Ru", "C", "C", "F", "H", "C", "C", "H", "C", "Se", "C", "C", "N", "Se", "H", "C", "C", "O", "O", "C", "C", "H", "C", "C", "H", "C", "H", "N", "N", "N", "C", "F", "O", "C", "C", "C", "C", "C", "P", "O", "H", "C", "H", "H", "H", "F", "C", "H", "C"],
  "coordinates": [[-2.033432, 1.990417, -7.683423], [-0.242997, -1.975401, 2.075291], [-0.948953, 2.417649, 4.040642], [5.310718, -3.065955, 3.177975], [3.459061, -1.509193, 2.507707], [6.290130, -2.057229, 3.154275], [-2.491160, -1.705165, -1.125600], [4.314164, -0.512459, 2.362303], [-2.147524, 3.958673, 0.227998], [-1.571021, 1.214271, -3.953294], [-3.639988, 0.573485, -3.989802], [-1.661103, 2.124456, 0.585429], [1.579239, -3.509906, 2.755715], [-1.271365, -2.940334, 2.125129], [1.789643, -0.017453, 1.872249], [2.068132, -2.674511, -2.793334], [3.901231, -2.786301, 2.904630], [5.776290, -4.357747, 3.472778], [-0.099553, 5.220601, 2.457525], [-0.712795, -0.900325, -2.048280], [0.013933, 2.129901, -1.134467], [1.078147, -2.455806, -2.416954], [-0.972407, -3.195302, -1.384525], [7.121506, -1.256823, 3.137834], [-3.137870, 1.111512, -1.008125], [-3.917174, 1.072679, -6.380032], [-1.902118, 1.768495, -6.633198], [-2.806181, 0.972829, -4.556232], [-3.600636, 3.200041, 4.076853], [-0.572364, 3.197910, 2.182059], [-0.502673, 1.737501, -4.682319], [-1.346039, 3.201029, 3.388664], [0.141802, 2.424396, -6.602193], [2.135820, -1.251643, 2.247856], [-0.312822, 4.526356, 1.648295], [0.569258, 4.425848, 1.015236], [-1.486953, -1.909114, -1.477503], [1.171946, -0.396189, -2.982805], [6.204956, -5.405681, 3.698488], [-2.173835, -3.657327, 2.155313], [-1.080262, 0.301359, 1.262690], [-2.796047, 2.860946, 3.120978], [0.712485, -4.493585, 2.885595], [-3.154881, 2.259712, 2.108551], [0.571389, -1.172761, -2.523017], [2.916924, -3.772260, 3.019887], [-2.964341, 1.252273, -5.902465], [-0.675771, 2.012345, -6.027680], [-1.507605, 4.978937, 0.806808], [-1.345677, 0.768648, -2.250400], [-1.811557, 6.121370, 0.673246], [0.450291, 1.945070, -4.209315], [-0.704890, -0.711601, 1.660115], [-1.262811, 4.154206, 3.910065], [0.700699, -4.470403, -1.787520], [-4.518194, 2.924901, 3.895076], [3.223968, -4.998799, 3.391331], [1.140440, -2.237973, 2.358404], [-1.576075, -3.986039, -0.960394], [0.306929, -3.464508, -1.850120]],
  "forces_ev_per_a": [[0.000, 0.002, -0.007], [-0.060, -0.073, -0.035], [-0.009, 0.047, -0.004], [-0.012, 0.020, 0.020], [-0.062, -0.098, 0.000], [0.006, 0.008, -0.011], [-0.006, -0.009, 0.012], [0.032, 0.047, -0.009], [-0.199, -0.499, 0.023], [0.008, 0.015, 0.004], [0.010, 0.003, -0.003], [-0.257, 0.926, -0.986], [0.058, 0.021, 0.002], [0.025, 0.040, 0.118], [-0.009, 0.016, -0.006], [0.006, 0.004, 0.002], [-0.124, 0.015, -0.019], [-0.009, -0.012, -0.038], [-0.024, 0.008, -0.023], [-0.168, -0.039, -0.009], [-0.267, -0.182, 0.256], [0.018, -0.008, -0.014], [0.009, 0.026, 0.016], [0.047, 0.043, 0.014], [0.308, 0.257, 0.388], [-0.009, 0.000, -0.002], [0.011, 0.005, -0.002], [-0.005, -0.037, 0.008], [0.032, -0.010, 0.029], [-0.078, -0.115, -0.013], [0.011, 0.027, 0.029], [0.018, -0.014, 0.062], [0.009, 0.003, -0.003], [0.003, -0.053, 0.020], [-0.040, 0.046, -0.063], [-0.013, 0.031, 0.018], [-0.017, 0.029, -0.024], [0.008, 0.006, 0.003], [0.035, -0.070, 0.030], [-0.093, -0.070, -0.074], [0.015, -0.575, 0.551], [0.037, -0.036, 0.029], [0.008, -0.021, 0.006], [-0.020, -0.078, 0.078], [0.009, 0.039, -0.020], [-0.008, 0.045, -0.005], [0.000, -0.001, 0.006], [-0.009, -0.004, -0.004], [0.206, 0.173, 0.118], [0.277, -0.100, -0.152], [0.028, -0.047, -0.022], [0.001, 0.003, 0.000], [0.210, 0.278, -0.288], [-0.009, -0.008, -0.031], [0.001, -0.003, -0.001], [-0.003, -0.001, -0.004], [-0.004, 0.008, 0.000], [0.093, -0.005, 0.015], [-0.021, -0.008, 0.013], [-0.006, -0.014, 0.004]]
}